DFT (wB97M-V/def2-TZVPD) results for a molecular structure, C33H35Cl5O2PPdS2Sb.

Geometry as ORCA input:
```
! RIJCOSX wB97M-V def2-TZVPD def2/J DEFGRID3
* xyz 0 1
C -3.700 6.862 1.040
C 2.128 0.623 4.240
H 1.525 3.534 -5.150
H -2.134 8.221 0.508
C -5.139 -0.866 2.023
Cl 0.456 1.351 6.233
C 0.256 3.414 -1.492
C -0.623 3.786 -2.521
C 0.091 4.279 3.200
C -4.281 -3.005 -1.715
H -2.552 3.452 -1.589
P -3.451 -0.888 -0.193
S -1.744 -1.455 0.702
H -2.588 -3.954 -0.764
H -5.066 5.283 1.545
C 0.657 4.582 4.427
H 4.215 3.331 1.525
H 0.062 7.659 -0.011
H 3.041 2.773 -3.330
C -0.130 3.830 -3.824
H -5.770 1.122 1.434
O -3.780 -1.644 -1.535
H 2.491 4.695 5.539
C -0.037 6.579 0.083
C 2.256 3.780 2.267
Cl -1.782 1.428 4.067
C -3.101 4.546 1.094
H 0.700 6.233 0.811
H -6.176 -2.250 -2.404
C 0.826 0.963 4.599
C 3.189 3.373 1.163
H -6.150 -1.276 2.064
H -4.007 -4.988 -0.980
H 0.024 4.877 5.253
H 3.882 4.006 3.632
C -2.402 7.184 0.671
H -3.926 -3.247 -2.718
H -4.199 1.068 2.253
C -3.676 -3.981 -0.726
H 3.151 4.084 0.336
H -3.276 -1.147 3.090
C -0.160 0.986 3.620
C -5.200 0.637 2.226
Pd -1.394 0.899 0.918
Cl 1.767 -0.055 0.313
O -4.749 -1.226 0.662
H -5.688 0.833 3.182
H 0.217 6.130 -0.880
C -1.431 6.201 0.502
H -0.987 4.350 3.106
C 1.396 0.321 1.970
H 2.217 2.671 -1.043
H -4.001 -3.764 0.293
C 0.094 0.689 2.286
H 2.943 2.382 0.780
H -4.433 7.649 1.162
C 1.557 3.032 -1.809
C -2.077 4.118 -2.310
C 2.025 3.076 -3.113
Cl 4.023 -0.128 2.467
H -6.167 -3.973 -2.004
H -2.618 4.015 -3.249
C -5.796 -2.992 -1.703
C 2.415 0.289 2.921
C 1.179 3.494 -4.125
Sb -0.450 3.244 0.528
H -4.230 -2.626 2.903
H -6.174 -2.763 -0.708
H -2.212 5.141 -1.952
C -4.285 -1.550 3.073
S -3.241 1.053 -0.624
H -4.742 -1.376 4.048
C 0.869 3.873 2.112
Cl 3.379 0.629 5.422
C -1.801 4.869 0.715
H -3.372 3.507 1.253
C 2.028 4.481 4.584
H -0.804 4.119 -4.621
C -4.056 5.540 1.256
C 2.808 4.089 3.510
*
```

## Properties
gap between HOMO and LUMO = 8.3 eV
ΔE to the lowest compared entry with this formula, charge and spin = 0.00 kcal/mol
largest force on an atom = 0.4 eV/Å

These are the Löwdin partial charges, in e, on atoms 1 to 4: C -0.08; C -0.71; H 0.10; H 0.11

=====

DFT (wB97M-V/def2-TZVPD) results for a molecular structure, C33H35F4N3OPTa at a distorted geometry.

Geometry as ORCA input:
```
! RIJCOSX wB97M-V def2-TZVPD def2/J DEFGRID3
* xyz 2 1
C -3.085 0.823 3.714
H 2.487 0.314 4.042
C -0.701 -0.530 -5.788
H 3.080 2.209 0.070
C -0.493 -0.500 -4.419
C -3.294 -0.918 2.141
C 1.406 -3.289 -0.920
H 4.031 1.209 3.012
H 0.486 -3.915 2.959
C -2.460 0.888 -4.144
C 4.407 0.469 2.304
C 0.597 -2.887 2.614
H -4.859 -0.374 3.513
C -2.658 0.851 -5.519
H -3.471 3.663 0.881
H -5.624 0.198 -0.441
F -3.967 -1.889 1.530
C -4.672 1.982 0.292
H 1.899 1.484 1.841
C -2.390 1.061 -0.995
C 0.391 2.819 -2.672
C 1.142 1.084 2.522
C -3.569 0.310 -1.035
C 0.308 1.709 -1.839
C -1.785 0.146 -6.336
H 4.266 -1.636 1.862
O 0.417 -2.510 -0.756
C -3.496 2.720 0.348
N 0.070 0.491 1.714
H 3.115 -3.112 0.273
C 2.382 3.480 -1.484
C 2.778 -2.750 -0.699
H -0.344 2.982 -3.452
C -3.854 -0.182 3.164
H 4.091 -1.223 3.550
C -1.370 0.214 -3.601
H -1.441 2.849 -0.258
F -1.159 2.133 3.839
H 0.354 -1.024 -3.988
H 0.263 -4.878 -1.419
H -0.148 -2.288 3.138
C -2.016 -0.639 1.733
C 1.262 1.448 -0.848
C -4.708 0.775 -0.398
C 3.818 -0.911 2.536
H -3.143 1.442 -3.515
C -1.212 0.348 2.266
F -1.453 -1.377 0.716
C -2.352 2.263 -0.295
H 0.799 1.911 3.133
H 4.235 0.829 1.297
H 3.607 -0.792 -0.352
N 1.202 -4.535 -1.276
H 1.972 -5.165 -1.436
C 2.699 -1.222 -0.746
H 1.523 4.580 -3.120
H 2.231 -2.492 3.945
H -0.023 -1.080 -6.428
C -1.798 1.102 3.277
H 0.938 -0.505 3.921
C 2.312 2.357 -0.675
H -3.500 1.378 -5.949
N 2.334 -1.042 2.417
H -3.603 -0.628 -1.579
H 2.710 -3.108 2.385
H -1.951 0.121 -7.406
H 3.474 -3.155 -1.437
H -5.565 2.355 0.778
H 2.626 -0.894 -1.790
C 1.736 -0.047 3.337
Ta 0.747 -0.488 0.088
H 5.486 0.413 2.453
H 0.361 -2.891 1.550
F -3.580 1.584 4.680
C 2.015 -2.427 2.873
P -0.939 0.418 -1.862
C 1.435 3.708 -2.484
H 3.194 4.182 -1.347
*
```

## Properties
gap between HOMO and LUMO = 7.2 eV
ΔE to the lowest compared entry with this formula, charge and spin = 20.47 kcal/mol
largest force on an atom = 1.0 eV/Å

These are the Löwdin partial charges, in e, on atoms 1 to 4: C -0.19; H 0.13; C -0.06; H 0.08

=====

DFT (wB97M-V/def2-TZVPD) results for a molecular structure, C33H35F5IrN4OP2 at a distorted geometry.

Geometry as ORCA input:
```
! RIJCOSX wB97M-V def2-TZVPD def2/J DEFGRID3
* xyz 2 6
P 2.102 -0.706 0.385
H 4.954 -2.480 3.895
N 3.466 -0.060 -0.468
H -1.026 -1.922 -1.397
C -4.522 -2.963 2.036
H 1.635 -2.568 -0.987
C 0.989 1.031 -4.693
H 1.572 0.141 -4.432
C 4.543 -0.795 -0.984
C 0.344 3.978 -4.946
H 5.485 2.330 -1.590
H -0.508 -3.122 -0.228
C -3.575 -3.302 3.065
H 1.378 1.399 -5.649
C -1.038 3.392 -5.324
C -1.428 1.264 -3.893
H 1.490 4.083 -2.999
H 2.224 1.037 2.046
C 1.241 2.014 -3.556
F -1.798 -0.437 8.196
H -1.338 -2.993 3.076
C 3.762 1.298 -0.660
O -1.328 0.192 2.823
H -1.719 4.195 -5.645
C -0.415 -2.050 -0.491
C -0.688 -0.975 6.161
F 0.394 -1.483 4.127
H -4.154 -1.955 0.072
C -0.541 -0.775 4.811
H -4.773 1.236 -1.905
H 1.006 1.374 0.759
C 3.573 -1.377 2.599
C -3.818 -2.323 1.028
H 4.406 -4.569 2.224
H 3.094 2.064 -0.303
C -2.612 1.329 0.609
H 4.563 -1.871 -0.911
H 1.094 -1.097 -1.749
Ir -0.459 2.369 -2.631
C 4.993 1.413 -1.289
N -2.471 -2.211 1.404
C -3.223 -0.084 -1.024
H 0.241 5.068 -4.840
H 2.678 -3.615 0.350
C 1.068 -1.651 -0.791
F -3.306 1.526 4.157
P -1.249 -1.113 0.870
C 0.841 3.435 -3.607
H -3.798 -3.777 4.016
H -0.555 -0.504 -4.620
H -2.064 1.682 1.463
H -2.694 3.099 -3.851
C -2.552 0.591 6.195
H -5.594 -3.148 2.055
C 3.142 -3.117 1.188
C -1.687 2.720 -4.103
C 1.450 0.596 1.397
H -2.330 0.713 -3.587
F -3.504 1.253 6.888
C -1.415 0.085 4.097
H 6.418 -0.194 -1.978
H -0.840 0.667 -5.899
C -3.643 1.940 -0.089
H 3.474 -0.378 3.006
F 0.118 -1.826 6.833
H 1.081 3.793 -5.742
C -4.013 1.058 -1.149
H 2.170 1.812 -2.999
H -3.231 -0.999 -1.607
C 3.994 -3.575 2.178
C 4.272 -2.476 3.058
C -2.330 -2.878 2.649
C -1.684 -0.283 6.861
N -2.363 0.053 0.077
H 0.653 0.187 2.046
C 5.484 0.082 -1.499
H -0.959 2.698 -6.169
C -0.486 0.567 -4.860
C -2.425 0.764 4.836
N 2.843 -1.777 1.459
H -4.085 2.900 0.148
*
```

## Properties
gap between HOMO and LUMO (spin up / spin down) = 4.8 / 3.8 eV
ΔE to the lowest compared entry with this formula, charge and spin = 14.40 kcal/mol
largest force on an atom = 6.3 eV/Å

These are the Löwdin partial charges, in e, on atoms 1 to 4: P 1.00; H 0.12; N -0.18; H 0.10

=====

DFT (wB97M-V/def2-TZVPD) results for a molecular structure, C33H35F5MgN4P2S at a distorted geometry.

Geometry as ORCA input:
```
! RIJCOSX wB97M-V def2-TZVPD def2/J DEFGRID3
* xyz 0 1
C -2.056 3.362 -7.287
C -0.848 2.245 -3.648
H 0.194 0.520 -2.820
C 2.998 0.448 -7.880
H -1.948 3.503 -9.546
H -4.228 -3.091 -6.321
C 1.899 -2.203 -1.351
H -2.138 0.804 -9.421
C -0.258 -1.633 3.442
Mg -0.091 -2.788 -1.597
H 2.214 -1.327 -1.916
C -2.003 2.892 -8.644
H -4.382 0.541 -8.475
C -0.306 -2.276 1.130
C 2.629 -3.662 -9.440
H -6.187 -1.086 -9.659
H 2.134 -2.035 -0.304
C -5.516 -2.555 -8.076
F -1.458 1.120 1.362
C 2.853 -4.606 -8.383
F 0.865 -3.616 2.690
N 2.831 -0.223 -6.664
H -6.150 -3.411 -8.252
C 0.327 1.279 -3.620
F -1.339 0.398 4.069
H 1.757 -1.606 -9.332
H -1.638 1.699 -4.176
H -0.018 0.236 -6.568
H 0.225 0.746 -4.571
C 4.184 1.178 -7.845
C 0.369 3.876 -1.123
S -0.823 -0.581 -0.982
N -2.352 1.073 -7.270
C 2.041 3.045 -2.998
C -4.533 -2.423 -7.108
H 2.284 0.370 -8.685
C 3.961 0.064 -5.879
C -5.556 -1.324 -8.813
H 2.501 1.090 -3.601
H 2.425 -4.366 -6.194
H 2.855 -3.797 -10.486
C 0.108 -2.532 2.424
H -0.624 3.107 -4.288
H 5.730 1.346 -6.208
C -0.923 -0.439 3.096
H -2.536 2.403 -2.306
H -1.302 -1.623 -8.392
H -0.873 -2.554 -6.878
H -1.513 3.114 -0.311
H 3.273 -5.592 -8.481
C -1.473 2.653 -2.346
H -2.713 2.237 -5.476
H 3.122 3.275 -2.981
H 4.083 -0.384 -4.909
C -0.910 3.121 -1.229
H 0.567 -0.319 -8.125
C -1.047 -1.549 -7.326
C -2.125 1.498 -8.585
C -4.599 -0.489 -8.266
N -3.911 -1.162 -7.244
P -2.447 -0.691 -6.429
P 1.617 -1.454 -6.227
C 1.717 1.860 -3.540
F -0.310 -3.418 0.259
H 1.038 3.426 -0.360
C -1.070 -0.115 1.748
C 0.227 -0.674 -7.149
C 2.102 -2.510 -8.863
F 0.115 -1.903 4.706
H 4.553 1.781 -8.657
N 2.008 -2.688 -7.480
C -2.368 2.248 -6.497
H 2.358 -3.101 -1.772
C 1.086 4.104 -2.497
C -0.768 -1.028 0.696
H 1.678 5.006 -2.352
H -1.930 4.379 -6.918
C 2.457 -3.988 -7.198
H 0.295 4.411 -3.210
H 0.065 4.866 -0.706
C 4.788 0.949 -6.564
*
```

## Properties
gap between HOMO and LUMO = 6.3 eV
ΔE to the lowest compared entry with this formula, charge and spin = 22.59 kcal/mol
largest force on an atom = 2.9 eV/Å

These are the Löwdin partial charges, in e, on atoms 1 to 4: C -0.09; C -0.23; H 0.03; C -0.15

=====

DFT (wB97M-V/def2-TZVPD) results for a molecular structure, C33H35F5N4OP2Pt at a distorted geometry.

Geometry as ORCA input:
```
! RIJCOSX wB97M-V def2-TZVPD def2/J DEFGRID3
* xyz 2 5
H 1.665 2.466 -3.453
F -2.673 1.428 7.665
H -2.626 -0.226 -2.054
H -2.227 2.569 -4.077
H -4.089 -1.653 -0.583
H -1.538 -0.856 -6.021
C -1.733 1.771 -4.617
C 0.573 2.612 -5.384
C -1.309 0.050 4.527
H -0.326 -2.757 -0.426
Pt 0.246 0.137 1.770
H -1.388 3.238 -6.055
C 4.086 -3.514 1.484
C 1.090 0.527 -4.162
H 3.618 -0.483 2.795
N 2.915 0.904 -0.060
C -0.603 -1.048 5.094
H 4.308 -0.037 -1.416
H -4.091 -3.551 3.328
O -1.377 0.335 3.259
H 1.093 -0.371 -1.806
H 1.574 -0.081 -3.397
C -2.018 0.602 6.819
C -2.605 -2.353 2.261
C 3.837 2.971 -0.030
H -0.893 -1.770 -1.745
C -2.567 0.675 -1.465
H 1.873 0.109 3.898
C -1.378 -0.536 7.308
H 4.432 -4.538 1.416
H 1.151 2.402 -6.309
C 4.033 0.873 -0.902
C 1.154 1.869 -4.209
N 2.984 -1.578 1.028
H 5.473 2.453 -1.477
H -2.801 0.071 -3.836
C 3.694 -1.402 2.234
F -0.079 -2.476 6.920
C -3.817 -2.992 2.449
C -1.928 0.460 -4.372
C 1.449 0.884 3.256
C -0.674 -1.368 6.432
H 4.956 -2.773 3.422
P -1.265 -0.797 0.462
H -2.679 3.812 -0.434
H 0.662 3.691 -5.206
H -0.936 1.590 -6.561
C -1.989 0.883 5.468
H 0.957 -1.217 -5.371
P 1.861 -0.412 0.412
F 0.142 -1.870 4.289
H -1.716 -2.276 2.868
N -2.609 -1.714 1.017
F -1.427 -0.815 8.622
C -4.602 -2.780 1.286
H -1.176 -1.532 -4.437
H 4.007 4.004 0.213
H 0.504 0.290 -6.204
H -5.597 -3.159 1.121
F -2.656 1.961 5.012
C -2.571 2.750 -0.558
C -2.854 2.010 -1.731
H 0.733 1.513 3.787
C 4.358 -2.583 2.543
H 2.225 1.478 2.788
C -1.088 -0.607 -5.033
H 2.011 2.462 1.139
H 1.729 -1.942 -1.416
C 1.089 -1.148 -1.030
C -0.329 -1.718 -0.802
N -2.100 0.574 -0.168
H -1.911 1.985 1.453
C 3.263 -2.871 0.568
C 2.805 2.197 0.463
H -3.226 2.427 -2.650
C 0.416 -0.264 -5.253
C -3.844 -2.005 0.408
H 2.813 -3.246 -0.342
C 4.610 2.141 -0.911
C -2.165 1.845 0.413
C -0.909 2.302 -5.727
*
```

## Properties
gap between HOMO and LUMO (spin up / spin down) = 5.6 / 3.9 eV
ΔE to the lowest compared entry with this formula, charge and spin = 0.00 kcal/mol
largest force on an atom = 3.7 eV/Å

These are the Löwdin partial charges, in e, on atoms 1 to 4: H 0.11; F 0.15; H 0.10; H 0.09

=====

DFT (wB97M-V/def2-TZVPD) results for a molecular structure, C33H35Ge2N4O6Ti at a distorted geometry.

Geometry as ORCA input:
```
! RIJCOSX wB97M-V def2-TZVPD def2/J DEFGRID3
* xyz 0 2
C 1.518 -2.438 1.339
C -2.581 -1.484 -2.926
N -1.514 -4.174 -5.151
C -2.097 1.283 4.042
H 5.407 0.463 1.117
C -1.549 -2.997 -4.464
C -0.653 -0.838 -3.950
H -0.280 -1.136 3.880
H 2.097 1.547 3.983
H 4.252 1.576 -4.026
O -5.048 -1.661 2.562
H -3.279 -3.188 1.428
N 0.917 0.898 -2.140
C 0.834 -2.961 3.969
C -1.221 -2.463 -0.490
O -1.488 1.823 -0.654
H -2.239 0.223 4.256
H 3.911 -0.528 -2.720
H 1.777 -0.894 -1.570
H -0.639 -4.429 -5.576
C -4.138 -1.213 1.667
H -2.057 -4.941 -4.794
C 3.331 1.396 -3.490
H 3.379 3.997 -0.192
C 3.139 0.227 -2.771
C -0.394 3.586 2.668
C 2.131 2.368 0.441
H 2.584 -4.297 1.404
H 0.220 -2.153 -5.379
O -3.059 2.905 0.519
N -2.250 -0.405 -0.119
C 0.372 -1.813 3.338
C -3.255 -2.153 1.118
H 2.389 3.231 -4.074
H 1.106 0.507 5.014
H 1.768 -2.262 0.301
H 1.088 2.265 5.253
H 0.569 3.908 2.272
H -1.164 3.741 1.913
C 1.647 -3.849 3.281
C 1.105 2.035 -2.866
C -4.036 0.132 1.329
C -0.028 3.017 -2.965
O -1.211 -3.671 -0.596
C 0.731 -1.511 2.024
H -2.192 1.846 4.972
H -1.924 2.669 -2.806
C -2.607 -2.674 -3.607
C 1.972 -3.595 1.957
C 3.263 0.401 1.189
H 1.205 2.909 0.258
C 4.533 2.290 0.407
H -0.637 4.196 3.541
H -2.877 1.613 3.355
Ge 0.236 0.254 1.220
H -0.158 3.514 -2.000
C 2.289 2.304 -3.525
Ti -0.738 0.218 -1.234
C -2.328 -1.699 0.210
C 2.060 1.060 0.931
C 1.949 0.025 -2.115
H 2.018 -4.739 3.773
H -4.681 0.884 1.769
C 3.348 2.980 0.183
H 0.056 -0.050 -4.155
C -0.578 -2.008 -4.662
Ge -0.341 1.683 3.199
H -3.395 -1.233 -2.259
C 4.488 1.004 0.921
O -1.206 2.338 -3.352
H 5.487 2.758 0.197
H -3.423 -3.369 -3.461
C -2.558 1.881 0.113
H 3.240 -0.593 1.617
C -3.035 0.517 0.454
H 0.212 3.774 -3.716
H -5.559 -0.919 2.901
O -0.320 -1.641 -0.960
H 0.565 -3.160 4.999
N -1.597 -0.574 -3.028
C 1.143 1.470 4.506
*
```

## Properties
gap between HOMO and LUMO (spin up / spin down) = 6.2 / 6.0 eV
ΔE to the lowest compared entry with this formula, charge and spin = 21.39 kcal/mol
largest force on an atom = 3.2 eV/Å

These are the Löwdin partial charges, in e, on atoms 1 to 4: C -0.14; C -0.12; N 0.14; C -0.25

=====

Record order is preserved below.
DFT total energy: -142477.1422; -63003.5170; -77774.5605; -89188.8249; -78184.4401; -189185.2082 eV